Density functional theory data (ωB97M-V with the def2-TZVPD basis set) for the molecule C5H7NO.

```
14
Properties=species:S:1:pos:R:3:forces:R:3:mulliken_charge:R:1
C 0.765676 -1.467271 0.748121 -0.0442 -0.1754 0.0355 -1.267
C -0.110242 -0.689309 -0.225188 0.0936 -0.0461 -0.4786 0.506
C -1.281680 0.047423 0.373619 0.6907 0.9965 -0.3600 -0.438
C -1.087138 1.334246 0.055704 -0.4553 1.3048 -2.7240 -0.482
N -0.112375 1.528351 -1.235200 -3.3414 -0.1742 2.4060 -0.388
C 0.650663 0.509620 -0.759583 2.9010 0.7435 -0.4655 0.278
O 1.825406 0.764397 -0.626750 1.2849 -1.6541 0.1578 -0.635
H 0.212487 -2.317466 1.154139 0.0668 0.0447 -0.0008 0.379
H 1.090600 -0.828120 1.577633 -0.0893 -0.1116 -0.2088 0.317
H 1.658894 -1.839105 0.233952 -0.1950 0.0915 0.1315 0.306
H -0.399922 -1.292778 -1.088890 -0.0631 -0.2684 0.0527 0.296
H -2.114680 -0.405494 0.919492 0.5878 0.4473 0.1306 0.374
H -1.560925 2.267462 0.296960 -0.5058 -0.1114 0.2728 0.425
H 0.463236 2.388043 -1.424010 -0.9306 -1.0873 1.0508 0.328
```
Forces are in eV/Å.

The gap between HOMO and LUMO comes out at 10.1 eV. As for the HOMO energy: -9.1311 eV. As for the spin multiplicity: 1. Its energy is -324.6538 Ha. Its molecular weight is 97.117 g/mol. As for the SMILES: C[C@H]1C=CNC1=O.

Density functional theory data (ωB97M-V with the def2-TZVPD basis set) for a structure of composition C40H41Cl2N4O3V.

```
91
Properties=species:S:1:pos:R:3:forces:R:3:mulliken_charge:R:1
V -0.306531 0.227922 -0.005349 0.4277 -0.8068 0.2972 -0.836
C -0.499238 -4.246372 0.912032 0.0317 0.0520 0.0080 -1.542
C -0.308993 -3.490148 -0.409595 0.0151 0.0399 0.0327 2.353
C 0.549232 -4.335132 -1.350706 -0.0088 0.0318 0.0140 -1.876
C -1.650070 -3.102846 -1.009752 0.0246 -0.0174 -0.0276 0.495
C -2.264669 -3.971383 -1.899123 0.0139 0.0531 -0.0468 -0.774
C -3.517842 -3.687508 -2.416434 0.0362 0.0078 0.0133 -1.330
C -4.156941 -2.527902 -2.039390 0.0035 -0.0062 -0.0071 -0.908
C -3.589014 -1.615899 -1.145777 -0.0395 -0.0034 -0.0192 0.518
C -4.468828 -0.395147 -0.878422 -0.0193 0.0057 0.0076 0.681
C -4.422633 0.538798 -2.093091 0.0192 -0.0138 0.0066 -1.534
C -4.297045 0.388304 0.419259 0.0072 0.0209 0.0133 -1.529
C -2.320242 -1.919580 -0.639051 -0.0616 0.0038 0.1222 -0.256
N -1.674833 -1.088681 0.353673 0.0052 -0.3491 0.0170 1.936
C -2.058248 -1.317711 1.661909 0.1136 -0.0935 -0.0358 -0.487
O -2.965223 -2.010137 2.052230 0.0398 0.0185 0.0167 -0.625
C -1.100331 -0.648162 2.612447 0.0092 -0.1947 -0.0459 0.484
C -1.045911 -0.810440 3.980715 -0.0583 0.1020 -0.0269 -0.928
C 0.041160 -0.263514 4.657940 -0.0008 -0.0065 -0.0263 -0.443
C 1.056033 0.386348 3.959673 -0.0308 0.0631 -0.0182 -0.891
C 0.925370 0.495964 2.591593 0.0829 -0.0348 -0.0237 0.147
N -0.139080 0.005560 1.966639 -0.0441 0.0611 0.4768 0.993
C 1.953858 0.989114 1.612870 0.0185 -0.1077 -0.0204 -0.236
O 2.983007 1.509987 1.964842 -0.0532 -0.0398 0.0054 -0.618
N 1.556828 0.698099 0.316349 0.3015 -0.0099 0.0059 2.477
C 2.544832 0.988303 -0.704305 -0.0292 -0.0506 0.0417 -0.686
C 2.619351 2.272110 -1.256813 0.0096 0.0701 -0.0361 1.237
C 3.562575 2.504648 -2.255737 -0.0143 -0.0353 -0.0010 -0.917
C 4.417225 1.507184 -2.680765 -0.0263 0.0035 0.0062 -1.655
C 4.351570 0.253089 -2.098279 -0.0282 -0.0056 0.0054 -0.821
C 3.425203 -0.032805 -1.101731 0.0386 -0.0258 -0.0181 0.921
C 3.456531 -1.395202 -0.428710 -0.0359 0.0000 -0.0018 1.441
C 3.889612 -2.522176 -1.367439 -0.0563 -0.0016 0.0285 -1.856
C 4.401792 -1.369791 0.781212 -0.0457 0.0002 0.0051 -1.556
C 1.788599 3.440486 -0.760242 -0.0285 -0.0153 0.0493 1.117
C 2.601245 4.280502 0.234368 -0.0004 -0.0333 0.0312 -1.607
C 1.300382 4.340323 -1.898792 0.0011 -0.0182 0.0229 -2.025
H 0.455577 -4.371908 1.426295 0.0112 -0.0223 -0.0054 0.339
H -0.903669 -5.239007 0.707394 -0.0323 0.0013 0.0068 0.438
H -1.196929 -3.746023 1.580353 0.0037 0.0119 0.0212 0.301
H 0.254377 -2.570802 -0.181097 -0.0511 -0.0179 -0.0463 -1.373
H 0.154679 -5.347357 -1.436876 -0.0064 -0.0083 -0.0146 0.670
H 1.558021 -4.423811 -0.954904 0.1040 -0.0017 0.0313 0.141
H 0.603792 -3.918737 -2.357756 0.0127 0.0248 -0.0252 0.349
H -1.771227 -4.888712 -2.184967 0.0188 -0.0200 -0.0130 0.419
H -3.994870 -4.376277 -3.100323 -0.0072 -0.0113 -0.0059 0.423
H -5.145089 -2.315175 -2.429011 -0.0155 0.0030 -0.0064 0.490
H -5.483310 -0.803772 -0.840489 0.0150 0.0075 -0.0006 0.602
H -3.422158 0.951687 -2.225701 0.0214 0.0075 0.0015 0.403
H -5.118900 1.368912 -1.966243 0.0022 0.0179 0.0069 0.461
H -4.682776 0.010370 -3.010304 -0.0075 0.0052 -0.0070 0.446
H -3.343158 0.913092 0.473818 -0.0363 0.0171 -0.0248 -0.022
H -4.404380 -0.255630 1.290037 -0.0094 0.0275 -0.0188 0.355
H -5.080476 1.145932 0.469765 -0.0105 0.0019 0.0023 0.515
H -1.826157 -1.369154 4.477936 0.0026 0.0048 0.0134 0.590
H 0.118008 -0.379389 5.730713 -0.0028 0.0049 0.0050 0.473
H 1.939828 0.777677 4.443082 -0.0002 0.0039 0.0043 0.608
H 3.638333 3.489361 -2.695726 -0.0012 0.0263 -0.0026 0.420
H 5.147859 1.708829 -3.452739 0.0073 0.0044 -0.0064 0.419
H 5.045465 -0.510307 -2.419038 0.0079 -0.0222 -0.0103 0.412
H 2.448628 -1.627866 -0.062335 0.0057 0.0413 -0.0263 -0.706
H 4.946302 -2.438224 -1.620140 0.0070 0.0033 -0.0253 0.566
H 3.323572 -2.534461 -2.300835 -0.0315 -0.0165 -0.0170 0.259
H 3.764420 -3.486004 -0.875179 -0.0275 -0.0293 0.0145 0.377
H 5.434411 -1.297701 0.435446 0.0146 0.0257 0.0013 0.379
H 4.305631 -2.288555 1.362004 0.0140 -0.0249 -0.0057 0.420
H 4.216416 -0.520201 1.433804 -0.0258 0.0216 0.0285 0.318
H 0.917526 3.048985 -0.225409 0.0215 0.0153 -0.0566 -0.140
H 3.444404 4.747081 -0.278301 0.0187 0.0014 -0.0008 0.363
H 2.994644 3.674813 1.048314 -0.0057 0.0212 -0.0119 0.336
H 1.981278 5.073886 0.654254 -0.0088 0.0282 -0.0075 0.443
H 2.109709 4.967138 -2.273626 0.0108 0.0134 -0.0136 0.569
H 0.518605 5.011723 -1.541181 -0.0169 0.0081 0.0079 0.392
H 0.911961 3.767095 -2.740781 -0.0250 -0.0204 -0.0270 0.430
Cl -2.621542 4.214559 -1.201861 0.0181 -0.0149 -0.0238 -0.186
C -1.802493 3.147083 -2.260204 -0.0247 -0.0793 0.0904 0.413
C -1.749632 3.412083 -3.648805 0.0312 -0.0213 -0.0135 -0.409
C -1.103794 2.565359 -4.505051 0.0002 -0.0042 0.0553 0.647
Cl -1.052311 2.928081 -6.187212 -0.0015 -0.0014 -0.0096 -0.226
C -0.466031 1.383385 -4.029121 0.0102 0.0429 -0.0022 0.417
C 0.228798 0.430638 -4.802668 -0.0105 0.0012 0.0107 -1.448
C 0.780306 -0.664293 -4.189683 0.0011 0.0043 0.0286 -1.678
C 0.641453 -0.832076 -2.804888 0.0352 -0.0585 -0.0186 -0.284
N -0.004162 0.036994 -2.054605 -0.0066 0.0113 -0.2366 1.164
C -0.542255 1.142849 -2.655141 -0.0311 0.0059 -0.0015 0.359
C -1.204539 2.020322 -1.779084 0.0746 -0.0781 -0.0611 0.447
O -1.209039 1.592738 -0.482185 -0.6906 1.3694 -0.4470 -1.221
H -2.226983 4.305247 -4.025424 -0.0084 0.0101 -0.0045 0.584
H 0.316172 0.570872 -5.871480 0.0133 0.0073 -0.0018 0.530
H 1.324412 -1.405799 -4.755835 -0.0056 -0.0107 0.0013 0.610
H 1.070666 -1.689252 -2.300654 -0.0007 -0.0028 -0.0038 0.532
```
Forces are in eV/Å.

The gap between HOMO and LUMO (alpha / beta) comes out at 6.6 / 7.0 eV. As for the HOMO energy (alpha / beta): -11.3585 / -11.3577 eV. As for the spin multiplicity: 2. Its energy is -3857.9337 Ha. As for the total charge: +1. Its molecular weight is 747.643 g/mol. The expectation value of S² is 0.76.

Density functional theory data (ωB97M-V with the def2-TZVPD basis set) for a structure of composition C7H11N.

```
19
Properties=species:S:1:pos:R:3:forces:R:3:mulliken_charge:R:1
C -1.211952 0.345005 -1.690882 -3.3373 -0.7860 -3.8895 -0.621
C 0.382803 0.530638 -0.565542 3.2239 5.4440 -2.4104 0.343
C 1.224939 0.059973 0.487478 4.1127 0.2466 2.5824 -0.432
C 0.167136 0.529117 1.562353 3.5886 2.3601 2.7860 -0.807
C -0.623508 -0.551611 1.122164 -1.0460 -3.4672 -2.8766 -0.380
C 0.761883 -1.322906 1.033302 -0.7838 -2.9096 -2.6699 -0.616
C -0.619157 -0.377901 -0.467392 -6.5868 -1.0163 1.1981 -0.153
H -1.791355 -0.346613 -2.500103 1.3907 1.2507 1.8626 0.222
H -1.887427 1.293154 -1.738201 1.4513 -1.3411 1.0162 0.270
H 0.265231 1.632802 -2.505023 0.5567 -3.2986 1.5207 0.303
H 0.116388 1.594125 -0.110567 -0.1542 -1.5618 -2.2055 0.148
H 2.278068 0.454487 0.495493 -0.8578 -0.6847 0.4954 0.377
H 0.626360 0.308916 2.507483 -0.0766 0.0908 0.9255 0.305
H -0.004809 1.578351 1.538006 -0.9399 0.8253 0.0704 0.467
H -1.488548 -1.023552 1.509075 -0.7252 -0.0532 0.9763 0.515
H 1.286935 -1.634225 1.917203 -0.1564 0.2798 0.7056 0.325
H 0.661599 -2.320936 0.369960 0.6566 2.2746 1.0763 0.238
H -0.393964 -1.320353 -0.882112 0.5561 -1.0029 -0.5409 0.205
N 0.249379 0.571526 -2.082697 -0.8726 3.3497 -0.6227 -0.708
```
Forces are in eV/Å.

The gap between HOMO and LUMO comes out at 10.2 eV. As for the HOMO energy: -9.0755 eV. As for the spin multiplicity: 1. Its energy is -327.8249 Ha. Its molecular weight is 109.172 g/mol.

Density functional theory data (ωB97M-V with the def2-TZVPD basis set) for a structure of composition C4H4KO.

```
10
Properties=species:S:1:pos:R:3:forces:R:3:mulliken_charge:R:1
H -0.784370 1.148842 -0.626428 -0.0788 -1.2724 2.3813 0.263
C 1.441136 1.008930 -1.251665 1.3823 -1.9994 0.1875 -0.748
C 1.045120 0.266955 -0.182797 1.1759 2.3545 0.5653 -0.080
C -0.340428 0.466538 0.226010 -1.3894 0.2756 -3.6651 -0.632
C -1.128293 -0.408797 0.786544 -0.8325 -0.3993 0.9836 0.812
O -1.835305 -1.083247 1.439850 0.2796 0.0916 -0.3036 -0.441
K -3.541235 -3.682981 2.493748 0.1403 0.2330 -0.0830 0.984
H 0.921007 0.913259 -2.207498 -0.5591 1.1458 0.4743 0.298
H 2.474857 1.357134 -1.292417 -0.1015 -0.5548 -0.3188 0.257
H 1.747510 0.013367 0.614652 -0.0166 0.1254 -0.2214 0.287
```
Forces are in eV/Å.

The gap between HOMO and LUMO comes out at 6.8 eV. As for the HOMO energy: -11.1064 eV. As for the spin multiplicity: 1. Its energy is -829.6923 Ha. As for the total charge: +1. Its molecular weight is 107.173 g/mol.

| no. | largest force on an atom (hartree/bohr) |
| --- | --- |
| 1 | 0.0801 |
| 2 | 0.0311 |
| 3 | 0.1317 |
| 4 | 0.0764 |